# 1
Here is the ion C6H14O with charge +1 at a distorted geometry from the Open Molecules 2025 dataset. Energies are from ωB97M-V with the def2-TZVPD basis set.

Calculated values
HOMO level (alpha / beta) (Ha): -0.5662 / -0.5599
2S+1: 2
Net charge: +1
HOMO-LUMO gap (alpha / beta) (eV): 12.1 / 5.2
Energy relative to the best compared isomer or geometry (same formula, charge and spin) (eV): 1.8279
Electronic energy (eV): -8485.7257
<S²>: 0.755

```
21
Properties=species:S:1:pos:R:3:forces:R:3:lowdin_charge:R:1
C -2.11279 -0.67125 0.11049 1.18 2.45 0.38 -0.103
O -2.38178 0.56479 0.83884 0.08 -1.86 0.32 0.189
C -1.25855 -0.34186 -1.09834 -0.66 0.12 -0.83 -0.152
C -0.07829 0.61175 -0.82815 1.72 -0.39 -0.85 -0.190
C 0.71881 0.29303 0.40216 1.18 -1.59 1.23 -0.415
C 1.98597 1.17955 0.61662 -1.20 -0.29 0.14 -0.043
C 1.27821 -1.17996 0.37145 -0.12 -0.28 0.59 -0.063
H -1.62807 -1.37002 0.83444 -0.50 0.43 -0.12 0.166
H -3.11239 -1.08850 -0.09440 -0.21 -0.08 -0.22 0.188
H -2.26776 1.38382 0.31286 0.12 -0.22 -0.25 0.162
H -1.00609 -1.29779 -1.58123 0.23 0.34 0.21 0.141
H -1.80652 0.22753 -1.86404 -0.47 -0.47 0.09 0.139
H -0.23853 1.68471 -1.00935 -0.68 -0.14 0.61 0.132
H 0.64023 0.45543 -1.67401 -0.57 -0.28 0.32 0.153
H 0.15403 0.27082 1.38556 0.00 0.57 -0.77 0.154
H 2.62473 0.67885 1.34674 -0.06 0.16 -0.06 0.084
H 2.50689 1.18954 -0.34520 0.06 0.58 0.24 0.093
H 1.67946 2.14387 1.03690 0.47 0.08 -0.54 0.090
H 0.55362 -2.00024 0.28058 -0.23 0.30 -0.25 0.069
H 2.04185 -1.36637 -0.41985 -0.47 0.43 0.51 0.111
H 1.70697 -1.36771 1.37794 0.13 0.13 -0.74 0.095
```
Positions in Å, forces in eV/Å.

***

# 2
Here is a cluster of 7 separate species, C15H35Cl4NO5 in total at a distorted geometry from the Open Molecules 2025 dataset. Energies are from ωB97M-V with the def2-TZVPD basis set.

Calculated values
HOMO level (Ha): -0.3194
Net charge: 0
HOMO-LUMO gap (eV): 9.0
Energy relative to the best compared isomer or geometry (same formula, charge and spin) (eV): 0.6667
Electronic energy (eV): -77937.9432

```
60
Properties=species:S:1:pos:R:3:forces:R:3:lowdin_charge:R:1
N -3.29181 0.94782 4.74955 0.54 -1.04 0.03 0.024
C -1.99084 0.98221 4.31295 -0.19 0.81 0.21 -0.128
C -1.90596 0.34771 3.10184 0.04 -0.05 0.78 -0.122
C -3.19453 -0.23552 2.86963 0.81 0.29 -0.18 -0.130
C -3.99482 0.11563 3.92230 -0.58 -0.25 -0.63 -0.128
H -3.53790 1.24838 5.67334 -0.34 -0.07 0.01 0.144
H -1.27695 1.46358 4.96531 0.19 0.10 -0.43 0.112
H -0.98645 0.28106 2.54736 -0.14 -0.23 -0.21 0.051
H -3.43083 -0.82740 2.00045 -0.28 -0.13 0.19 0.092
H -4.99708 -0.24883 4.08282 -0.06 0.47 0.28 0.112
C 0.37374 -0.33475 -0.68537 -0.32 -0.42 0.54 -1.955
Cl -1.19038 -1.13076 -1.07019 0.47 0.17 0.01 0.532
Cl 1.27707 -0.04311 -2.16426 -0.15 -0.02 0.22 0.603
Cl 0.02153 1.17839 0.17046 0.16 -0.09 -0.39 0.581
Cl 1.29424 -1.40089 0.41797 -0.27 0.32 -0.43 0.567
C 5.09802 -0.57067 -5.20100 0.28 -0.26 0.51 -0.077
C 3.79257 -0.34286 -4.46092 -0.42 -0.83 -0.32 -0.298
O 3.09460 -1.61037 -4.30120 0.22 0.52 -0.75 -0.138
H 5.81588 -1.09053 -4.56372 0.05 0.07 -0.03 0.071
H 5.55064 0.34674 -5.57450 -0.06 0.07 0.08 0.078
H 4.91576 -1.23155 -6.05190 -0.05 0.14 -0.11 0.078
H 3.18406 0.32839 -5.07375 -0.21 0.12 0.36 0.112
H 3.85516 -0.00865 -3.42846 0.40 0.49 -0.18 0.086
H 3.04250 -1.96994 -5.19533 -0.19 -0.27 0.20 0.094
C -0.26710 5.65575 -0.01015 -0.34 0.06 -0.26 -0.087
C -1.10606 4.39100 -0.10846 -0.37 0.36 0.29 -0.361
O -2.44252 4.78524 0.15597 -0.37 -0.03 -0.04 -0.100
H -0.78942 6.43612 -0.56765 0.01 0.00 -0.01 0.074
H 0.72352 5.56437 -0.45486 0.09 -0.18 0.22 0.069
H -0.21810 5.98887 1.02546 0.20 -0.02 0.00 0.073
H -0.81429 3.66291 0.65589 0.26 -0.08 -0.17 0.061
H -1.03360 3.94456 -1.10667 0.13 -0.11 0.05 0.098
H -2.99524 3.99700 0.31741 0.42 0.14 -0.04 0.044
C -1.80469 -3.68086 3.31769 -0.02 0.05 0.38 -0.086
C -0.60024 -4.03030 2.48330 1.16 0.16 0.11 -0.338
O -0.79273 -5.25006 1.77945 -0.75 -0.06 -0.04 -0.078
H -1.92710 -4.41400 4.11722 -0.35 -0.24 -0.30 0.076
H -2.69533 -3.56870 2.69983 -0.08 -0.33 0.06 0.074
H -1.70097 -2.73423 3.85387 0.35 0.12 -0.30 0.064
H 0.28929 -4.17115 3.11448 -0.19 0.23 0.24 0.112
H -0.33084 -3.21605 1.80037 -0.31 -0.06 -0.10 0.056
H 0.03834 -5.54325 1.40342 0.13 0.11 -0.03 0.078
C -3.61487 1.68074 -1.56789 -0.49 0.38 -0.87 -0.095
C -4.04340 1.30582 -0.17003 0.33 -0.73 -0.12 -0.305
O -3.50354 2.24494 0.75419 -0.14 -0.19 0.09 -0.099
H -3.87718 0.93000 -2.32040 0.08 -0.26 0.32 0.075
H -2.54267 1.86136 -1.63179 0.05 -0.11 0.17 0.052
H -4.11424 2.57780 -1.94823 0.06 0.15 0.37 0.079
H -3.66291 0.29698 0.03747 0.18 0.20 0.11 0.072
H -5.12759 1.19726 -0.05138 0.01 0.44 -0.12 0.116
H -3.11543 1.75734 1.49443 -0.12 0.12 0.05 0.054
C 4.64674 -1.45500 -0.27779 0.31 -0.08 -0.34 -0.109
C 4.68607 -2.35067 -1.52779 0.18 0.70 0.20 -0.326
O 3.44800 -2.91043 -1.88987 -0.28 -0.10 -0.18 -0.109
H 4.44469 -2.01838 0.63210 -0.08 -0.03 0.00 0.063
H 3.94885 -0.62191 -0.34420 -0.22 -0.16 -0.18 0.033
H 5.63413 -0.99318 -0.18727 0.07 -0.15 0.16 0.071
H 5.43212 -3.13348 -1.35738 -0.06 -0.10 -0.04 0.108
H 5.05491 -1.72923 -2.34965 0.13 -0.06 -0.07 0.085
H 3.25516 -2.65122 -2.81447 0.10 -0.05 0.63 0.043
```
Positions in Å, forces in eV/Å.

***

# 3
Here is an isolated molecule of C19H24N4O3 from the Open Molecules 2025 dataset. Energies are from ωB97M-V with the def2-TZVPD basis set.

Calculated values
HOMO level (Ha): -0.3054
Net charge: 0
HOMO-LUMO gap (eV): 8.9
Energy relative to the best compared isomer or geometry (same formula, charge and spin) (eV): 1.6938
Electronic energy (eV): -32196.5213

```
50
Properties=species:S:1:pos:R:3:forces:R:3:lowdin_charge:R:1
C -1.10709 -0.64752 -3.23912 0.00 0.00 0.00 -0.051
C 0.18248 -0.30632 -2.54261 0.00 0.00 0.00 -0.273
C 1.08308 0.59063 -3.10956 0.00 0.00 0.00 -0.056
C 2.26330 0.91139 -2.45671 0.00 0.00 0.00 -0.077
C 2.56010 0.34551 -1.22535 0.00 0.00 0.00 -0.048
C 1.67563 -0.55125 -0.63736 -0.10 -0.05 0.00 -0.241
C 1.94497 -1.12361 0.72965 0.10 0.08 -0.02 -0.129
C 1.45831 -0.18077 1.86592 0.08 -0.06 0.08 -0.084
C 0.42263 -0.86962 2.72512 -0.09 0.04 -0.07 -0.497
O 0.68431 -1.43388 3.77125 0.00 0.00 0.00 0.071
N -0.83530 -0.86984 2.20010 0.01 -0.01 0.00 0.109
C -1.92387 -1.56509 2.84223 0.01 0.00 0.01 -0.261
C -3.07692 -1.81409 1.87554 0.00 0.00 -0.01 -0.085
N -4.22462 -1.95804 2.76067 0.00 0.00 0.00 -0.010
C -5.43605 -2.16366 2.19898 0.00 0.00 0.00 -0.409
O -5.58716 -2.20343 0.98358 0.00 0.00 0.00 0.062
C -6.61324 -2.36290 3.06274 0.01 0.00 0.00 -0.146
C -7.89083 -2.43136 2.68166 -0.02 0.00 0.01 0.007
N -8.63955 -2.68127 3.81217 0.00 0.00 -0.01 0.123
C -7.81253 -2.77830 4.91002 0.00 0.00 0.00 -0.482
N -8.16739 -3.00232 6.09877 0.00 0.00 0.00 0.135
O -6.53783 -2.57944 4.43841 0.00 0.00 0.00 0.076
C -3.89503 -1.62516 4.15543 0.01 0.00 0.00 -0.095
C -2.58995 -0.84026 4.02632 -0.01 0.00 0.00 -0.281
C -2.84592 0.63446 3.74298 0.00 0.00 0.00 -0.044
C 0.49838 -0.86853 -1.31017 0.00 0.00 0.00 -0.013
H -1.52516 -1.58111 -2.86393 0.00 0.00 0.00 0.075
H -1.85192 0.13572 -3.08277 0.00 0.00 0.00 0.083
H -0.95959 -0.74760 -4.31453 0.00 0.00 0.00 0.078
H 0.86181 1.03297 -4.07384 0.00 0.00 0.00 0.111
H 2.95991 1.60290 -2.91361 0.00 0.00 0.00 0.103
H 3.48619 0.59605 -0.72087 0.00 0.00 0.00 0.113
H 1.45626 -2.09497 0.82255 0.00 0.00 0.00 0.118
H 3.01368 -1.30203 0.84787 0.00 0.00 0.00 0.115
H 2.28206 0.09788 2.51908 0.00 0.00 0.00 0.118
H 1.04470 0.73317 1.43568 0.00 0.00 0.00 0.120
H -1.01300 -0.34212 1.36150 0.00 0.00 0.00 0.137
H -1.53426 -2.51676 3.21011 0.00 0.00 0.00 0.159
H -3.22583 -0.97024 1.19231 0.00 0.00 0.00 0.128
H -2.94057 -2.70495 1.26255 0.00 0.00 0.00 0.135
H -8.30642 -2.32878 1.69620 0.01 0.00 0.00 0.140
H -9.63421 -2.78884 3.87811 0.00 0.00 0.00 0.157
H -7.37030 -3.02909 6.72426 0.00 0.00 0.00 0.051
H -4.68492 -1.03519 4.61384 0.00 0.00 0.00 0.124
H -3.76073 -2.53392 4.74609 0.00 0.00 0.00 0.130
H -1.97869 -0.94742 4.92201 0.00 0.00 0.00 0.143
H -3.48794 0.76848 2.86826 0.00 0.00 0.00 0.086
H -3.34297 1.10390 4.59245 0.00 0.00 0.00 0.082
H -1.91248 1.16835 3.56383 0.00 0.00 0.00 0.076
H -0.18422 -1.58864 -0.86743 0.00 0.00 0.00 0.114
```
Positions in Å, forces in eV/Å.

***

# 4
Here is the ion C12H20NSi with charge +1 at a distorted geometry from the Open Molecules 2025 dataset. Energies are from ωB97M-V with the def2-TZVPD basis set.

Calculated values
HOMO level (Ha): -0.4656
Net charge: +1
HOMO-LUMO gap (eV): 8.2
Energy relative to the best compared isomer or geometry (same formula, charge and spin) (eV): 1.9097
Electronic energy (eV): -22126.5632

```
34
Properties=species:S:1:pos:R:3:forces:R:3:lowdin_charge:R:1
C -4.20527 1.27594 0.43060 0.46 0.94 -1.71 -0.046
C -4.17089 0.12294 1.12102 1.41 -1.04 1.88 -0.064
C -3.48287 1.32532 -0.80172 -2.38 0.76 0.90 -0.056
C -3.08264 -0.79473 0.90056 -2.06 0.28 0.17 -0.063
C -2.59408 0.38387 -1.08187 2.86 -0.78 -2.42 -0.150
C -2.22039 -0.57098 -0.16720 1.03 -2.63 2.50 -0.287
C 2.01945 -0.69098 -1.49261 -0.75 -1.45 -0.47 -0.199
C 2.23074 0.60221 -0.72763 0.48 -0.71 0.09 -0.227
C 0.48104 -0.74481 -1.69325 -0.22 -0.23 -0.69 -0.299
C 0.52540 2.02806 0.22703 -1.26 1.63 1.43 -0.096
C 1.97745 0.44038 1.69692 0.49 2.28 -1.34 -0.030
C 0.23954 -2.98029 0.20628 -0.57 -1.41 -0.45 -0.151
N 1.24035 0.75651 0.35850 0.73 -1.86 -0.25 -0.253
Si -0.48800 -1.36439 -0.26276 0.16 1.47 -2.28 1.008
H -4.77770 2.13299 0.75076 -0.40 -0.11 -0.14 0.119
H -4.78591 0.04011 2.02788 0.23 -0.33 -0.53 0.123
H -3.84307 1.95769 -1.57455 0.12 0.94 -0.39 0.113
H -3.16609 -1.70054 1.50465 0.91 0.26 0.02 0.114
H -2.06284 0.25215 -2.05094 -0.64 0.93 0.53 0.124
H 2.48776 -0.57628 -2.46220 0.13 -0.05 -0.25 0.109
H 2.43981 -1.66522 -1.10341 -0.46 1.21 0.16 0.121
H 3.16800 0.61570 -0.20647 0.88 0.01 -0.27 0.105
H 2.28421 1.35518 -1.52508 -0.60 0.43 0.76 0.137
H 0.17189 0.21565 -2.08514 -0.19 0.50 0.31 0.069
H 0.07228 -1.38586 -2.48171 0.67 -0.64 -0.34 0.096
H -0.40794 2.16370 0.82045 0.58 -1.01 0.30 0.088
H 1.14948 2.82293 0.66067 0.10 0.17 -0.65 0.094
H 2.41877 -0.54926 1.90989 -0.29 0.22 -1.27 0.097
H 2.76656 1.23477 1.96553 -1.21 -1.02 -0.56 0.122
H 1.15530 0.52461 2.30387 -1.55 0.34 2.42 0.040
H 0.06620 2.35055 -0.75508 1.49 -1.01 0.46 0.112
H -0.39677 -3.83287 0.34234 -1.62 0.13 0.84 0.042
H 0.97592 -3.67768 -0.22557 0.61 1.65 -1.17 0.081
H 0.65902 -2.75135 1.12595 0.86 0.10 2.43 0.005
```
Positions in Å, forces in eV/Å.

***

# 5
Here is an isolated molecule of C18H15ClFNO4 from the Open Molecules 2025 dataset. Energies are from ωB97M-V with the def2-TZVPD basis set.

Calculated values
HOMO level (Ha): -0.3104
Net charge: 0
HOMO-LUMO gap (eV): 8.9
Energy relative to the best compared isomer or geometry (same formula, charge and spin) (eV): 0.0000
Electronic energy (eV): -43830.3672

```
40
Properties=species:S:1:pos:R:3:forces:R:3:lowdin_charge:R:1
O 2.83186 3.95738 -4.08540 0.04 0.07 -0.13 0.121
C 2.38942 3.10782 -3.36210 -0.22 0.29 -0.37 -0.508
O 2.93827 2.79701 -2.18575 0.18 -0.33 0.65 0.129
H 3.74033 3.32108 -2.03252 -0.15 0.06 -0.26 0.143
C 1.18438 2.24776 -3.69717 0.14 0.01 0.06 -0.175
H 0.52080 2.83995 -4.32853 0.12 -0.01 0.13 0.154
C 0.48029 1.68755 -2.45774 -0.33 0.17 0.03 -0.088
N 1.12298 0.40916 -2.21797 -0.04 0.26 0.06 0.015
C 1.82732 -0.04352 -3.29166 0.16 0.18 -0.41 -0.435
O 2.45133 -1.07406 -3.36526 0.14 -0.27 -0.06 0.086
C 1.68449 0.98439 -4.40772 0.04 -0.05 0.01 -0.016
H 0.94878 0.61406 -5.12421 0.01 -0.02 0.01 0.135
H 2.62746 1.12208 -4.93451 -0.04 -0.07 0.01 0.136
C 0.96492 -0.29162 -1.00940 -0.06 -0.29 0.34 -0.185
C 0.90992 -1.68408 -1.01141 -0.04 0.01 -0.05 -0.001
C 0.72948 -2.37736 0.16803 0.06 0.07 0.32 -0.021
C 0.59659 -1.69363 1.37036 0.12 0.15 -0.14 -0.315
C 0.67145 -0.30722 1.38016 -0.01 -0.34 0.21 -0.010
C 0.85710 0.38779 0.20108 0.02 0.00 -0.24 -0.002
H 0.92450 1.46350 0.23708 0.01 0.11 -0.03 0.108
H 0.58343 0.21968 2.31846 -0.01 0.03 0.10 0.126
O 0.40448 -2.37970 2.55490 0.39 0.10 -0.18 -0.045
C -0.92757 -2.81953 2.76243 -0.37 -0.14 0.16 -0.144
C -1.84096 -1.65156 3.05038 0.17 -0.14 0.06 -0.143
C -1.96212 -1.16535 4.34977 -0.24 0.16 -0.24 -0.222
C -2.70997 -0.04789 4.67000 0.14 -0.14 0.11 -0.004
C -3.36547 0.62675 3.65554 0.09 -0.12 -0.04 -0.071
C -3.27752 0.17591 2.35145 -0.02 0.01 -0.14 -0.108
C -2.52189 -0.94983 2.05775 -0.13 0.11 0.32 -0.584
Cl -2.46038 -1.47892 0.41307 -0.18 -0.01 -0.18 0.773
H -3.79128 0.69086 1.55568 -0.04 0.03 -0.09 0.102
H -3.95004 1.50438 3.88205 -0.06 0.08 0.02 0.109
H -2.76621 0.27656 5.69654 0.01 0.01 0.11 0.119
F -1.33571 -1.81765 5.34478 0.05 0.00 -0.05 0.082
H -0.87712 -3.47953 3.63105 -0.07 0.07 -0.17 0.134
H -1.29425 -3.38132 1.89422 0.08 0.06 0.16 0.111
H 0.68238 -3.45602 0.16177 -0.01 -0.11 0.01 0.126
H 1.01432 -2.22155 -1.93900 0.02 -0.02 -0.05 0.113
H -0.58862 1.53245 -2.65413 0.08 0.09 0.05 0.140
H 0.58283 2.35420 -1.60204 -0.04 -0.06 -0.08 0.115
```
Positions in Å, forces in eV/Å.

***

# 6
Here is an isolated molecule of CH3NO2S at a distorted geometry from the Open Molecules 2025 dataset. Energies are from ωB97M-V with the def2-TZVPD basis set.

Calculated values
HOMO level (Ha): -0.3283
Net charge: 0
HOMO-LUMO gap (eV): 9.4
Energy relative to the best compared isomer or geometry (same formula, charge and spin) (eV): 0.4810
Electronic energy (eV): -17504.9890

```
8
Properties=species:S:1:pos:R:3:forces:R:3:lowdin_charge:R:1
C 0.37156 0.17298 0.07555 -2.57 1.81 0.61 -0.701
N 1.49959 -0.50083 0.11899 -0.22 -3.73 -0.12 0.131
O 0.23257 1.37419 0.13072 0.13 -0.90 -0.42 0.003
O -2.30871 0.35192 -0.45071 -0.50 0.00 -0.78 -0.533
S -1.36986 -0.85412 0.14385 1.95 1.74 0.05 0.835
H 2.45511 -0.30157 0.05575 1.09 1.98 0.01 0.100
H 1.45325 -1.50713 0.02416 -0.65 0.05 0.03 0.101
H -2.33350 1.26456 -0.09831 0.77 -0.95 0.63 0.066
```
Positions in Å, forces in eV/Å.